No. 1
The following is a DFT calculation (ωB97M-V/def2-TZVPD) of a cluster of 11 separate species, C28H54ClF12N8O16S4 in total.

Geometry as XYZ:
```
123
Properties=species:S:1:pos:R:3:forces:R:3:lowdin_charge:R:1
C -0.036 0.136 -2.455 0.02 2.31 -0.12 -0.023
H -3.112 -2.880 3.841 0.38 -0.26 0.46 0.178
C -1.638 5.849 3.274 0.14 0.12 -2.76 -0.384
F -0.561 4.112 -4.941 -1.77 0.62 1.02 0.175
C 2.117 -5.019 -2.876 0.29 2.00 -0.86 -0.019
H -6.200 -0.121 -3.660 -0.31 0.63 -0.05 0.163
H 3.637 2.615 6.991 0.06 -0.12 -0.01 0.095
H 0.782 4.029 4.419 0.06 -0.61 -0.46 0.067
C -3.828 0.983 -3.512 0.55 0.24 -0.55 0.030
N -0.194 -0.652 -1.376 1.11 1.31 1.70 -0.047
C -1.867 8.106 4.303 0.32 -0.57 1.05 0.063
H -1.147 2.878 0.075 0.29 -0.65 0.19 0.063
H -3.981 -2.279 2.632 -0.76 1.17 -0.73 0.113
N -3.038 -2.520 2.900 0.90 0.54 -0.85 0.110
C 5.079 0.859 0.501 -0.46 2.16 2.61 -0.683
F 6.235 0.285 0.554 0.84 -1.20 -0.25 0.188
H 1.294 -6.358 -6.781 0.07 -0.26 0.13 0.101
H 4.637 -8.192 -2.335 -0.21 0.04 -0.12 0.075
O 0.466 -2.611 1.284 0.70 -0.96 -0.19 -0.391
H 0.363 -0.345 0.703 0.14 -0.06 -0.12 0.127
H -1.804 -0.931 1.900 -0.82 -0.32 -0.03 0.078
C -2.641 -3.615 1.974 -1.50 -3.17 -4.82 -0.359
N 0.720 1.310 -0.676 -1.81 -4.20 -0.18 -0.051
H -1.008 -4.415 3.215 -0.12 0.50 0.17 0.089
H 2.775 -7.806 -4.379 -0.08 0.21 -0.31 0.162
C 0.616 4.191 -5.456 1.64 0.70 -0.91 -0.623
O 6.472 2.834 1.787 0.01 -1.38 -0.05 -0.291
H -4.478 1.655 -4.072 -0.99 -0.07 0.86 0.099
O -3.159 -3.747 0.843 1.66 1.84 4.32 0.133
C -2.326 4.554 3.444 -0.86 -1.19 -0.78 0.017
H -2.958 1.198 -4.133 0.44 -1.23 -0.24 0.096
Cl 0.222 -1.447 -6.000 0.01 -0.11 0.66 -0.707
F 0.976 2.912 -5.650 0.63 1.31 -0.73 0.150
O 4.760 1.769 3.212 0.25 -1.17 -0.77 -0.387
F 4.082 0.034 0.828 0.01 -0.17 -0.46 0.108
H 1.373 2.011 1.187 -0.02 0.00 -0.19 0.115
O -4.910 -1.068 1.545 0.46 0.83 0.18 -0.331
H -7.255 -2.371 -3.815 0.12 0.78 0.14 0.111
F 3.889 -3.985 0.216 -0.25 0.89 0.68 0.117
H -0.178 3.766 1.254 -0.24 0.61 -0.22 0.042
H -2.901 8.217 3.975 0.32 0.14 -0.14 0.121
C -0.179 3.348 0.247 1.29 0.05 0.34 -0.023
H -2.242 6.233 5.262 0.00 -0.22 0.40 0.172
H -5.925 -0.820 -2.261 0.29 0.05 1.50 0.101
C 1.960 -4.555 -4.192 0.26 -4.00 1.25 0.069
C 2.920 -7.019 -1.592 0.20 -0.69 -0.13 -0.155
C 1.085 2.410 0.215 -1.13 -0.23 -1.50 -0.117
H -0.297 -0.113 -3.473 0.00 -0.43 -0.19 0.067
O 3.851 4.728 5.292 -4.30 -3.95 -0.92 0.160
F -3.146 1.450 1.471 1.07 -0.52 0.72 0.108
H 1.967 2.763 -0.320 0.03 1.01 0.75 0.127
N 2.966 2.462 4.985 -0.86 0.52 3.16 0.098
H 1.809 -3.605 -4.683 -0.44 0.16 0.07 0.065
N 2.506 -6.324 -2.812 -0.71 0.19 -3.53 -0.051
H 1.576 5.533 4.515 0.31 0.33 -0.61 0.081
H 3.341 0.934 6.554 -0.45 0.05 -0.27 0.107
S 1.834 5.101 -4.280 -1.66 -1.96 -0.52 0.585
C -6.192 -2.149 -3.909 2.11 -0.31 0.52 0.042
H -1.084 -1.878 3.160 0.12 0.14 0.03 0.086
F 0.547 5.010 -6.570 0.37 -1.92 1.22 0.111
H 1.997 4.468 3.080 -0.22 0.03 -0.14 0.103
H 2.282 1.981 4.417 -0.83 0.29 -0.06 0.153
H 2.083 -4.438 -1.965 -0.06 -0.05 -0.05 0.106
N 2.098 -5.775 -4.944 1.95 0.61 1.45 -0.082
H -1.344 -1.997 -2.463 0.01 0.37 -0.06 0.087
F -4.011 2.246 -0.253 0.16 -0.93 -0.78 0.121
H -1.684 8.543 5.285 -0.28 0.51 -0.26 0.113
C 0.433 1.358 -2.012 0.40 0.13 -1.46 -0.013
C -4.211 -0.498 -3.556 2.84 -1.31 -2.04 -0.299
H 2.108 -4.870 -6.896 0.05 0.34 0.73 0.104
C 2.523 -6.786 -4.130 -0.99 1.83 1.85 0.030
C 1.710 4.521 4.131 0.33 0.22 1.73 0.015
H -5.616 -2.919 -3.397 -0.24 -0.27 -0.25 0.103
H -1.409 -5.531 2.008 -0.02 0.91 -1.42 0.109
N -5.675 -0.873 -3.238 -0.69 0.04 -1.75 0.096
C 2.898 4.004 4.929 3.60 2.30 -0.41 -0.312
C -2.008 -1.376 2.873 0.23 -0.84 0.78 0.040
N -1.596 6.618 4.587 0.29 1.58 -1.86 0.097
H -2.478 -5.355 3.156 -0.69 0.50 0.66 0.110
S -5.387 0.112 0.830 -1.95 0.91 0.15 0.542
O -3.460 -1.342 -4.023 -2.70 1.81 1.88 0.142
F 2.789 -2.221 -0.424 0.34 -0.23 0.78 0.085
O 4.163 3.296 1.484 -1.04 -0.89 -0.57 -0.382
C -0.930 -1.925 -1.458 0.38 -0.21 -0.39 0.028
H -1.765 -1.927 -0.757 0.44 -0.29 0.19 0.077
C -3.771 1.080 0.368 -1.81 -1.03 -0.11 -0.602
H 4.995 -6.494 -2.011 -0.08 0.06 0.04 0.085
S 1.437 -3.735 1.406 0.76 -0.95 2.23 0.536
C 4.415 -7.354 -1.674 -0.07 0.04 0.42 -0.055
H -3.314 4.582 3.903 0.08 0.60 0.59 0.112
H -2.602 4.124 2.481 0.58 0.11 -0.25 0.097
H 2.301 -7.912 -1.500 0.13 -0.14 -0.08 0.129
C 0.322 0.055 -0.299 -0.65 -0.37 -0.54 0.005
H -1.083 8.399 3.605 -0.50 0.18 -0.13 0.112
H 0.603 2.233 -2.622 0.21 -0.04 0.19 0.110
H 4.793 -7.637 -0.692 -0.09 0.03 0.03 0.084
O -6.218 1.075 1.563 1.97 -1.25 -0.69 -0.301
C 2.171 -5.837 -6.397 -0.75 -0.14 -1.30 -0.005
H -0.636 6.644 4.899 0.37 -0.52 0.62 0.161
H 1.958 2.123 6.934 -0.01 -0.42 -0.34 0.091
F 3.590 -2.285 1.648 0.52 -0.31 -0.87 0.129
F 4.880 1.379 -0.685 -0.31 0.08 -0.51 0.171
C 3.073 -3.001 0.658 -1.86 -0.91 -0.05 -0.604
O 1.840 -4.024 2.810 -0.79 0.91 -2.21 -0.349
H -5.810 -2.093 -4.928 -0.45 -0.16 -0.01 0.106
O 3.126 5.092 -4.930 -0.05 0.24 0.38 -0.092
H 3.066 -6.308 -6.804 0.05 -0.16 0.57 0.102
O 1.123 -4.974 0.681 0.08 1.57 -0.33 -0.350
F -2.991 0.212 -0.387 -0.42 1.67 0.76 0.064
C -1.837 -4.699 2.567 1.06 -1.10 1.45 0.002
H -3.442 1.363 -2.566 -0.98 -0.11 0.31 0.066
H 2.631 -6.410 -0.736 0.26 0.31 -0.18 0.101
C 2.938 1.945 6.491 0.75 1.31 -1.16 0.070
O -1.208 6.323 2.240 -0.81 -0.78 3.36 0.180
H -1.747 3.802 3.981 0.22 0.18 0.15 0.099
O 1.243 6.426 -4.182 0.48 0.03 0.34 -0.109
H -2.279 -0.652 3.642 -0.20 -0.03 -0.31 0.103
S 5.146 2.274 1.861 -0.04 2.83 0.55 0.539
H -0.121 4.099 -0.541 0.24 0.28 0.35 0.082
H 3.788 2.124 4.505 2.30 -0.05 -1.06 0.064
O 1.748 4.320 -3.042 0.34 0.95 -0.77 -0.189
H -0.232 -2.760 -1.407 -0.24 0.02 0.70 0.093
O -5.977 -0.259 -0.454 0.75 0.25 -0.40 -0.340
```
Forces are in eV/Å.

Calculated values
- HOMO energy (spin up / spin down) (eV) = -10.12 / -10.11
- multiplicity = 2
- Kohn-Sham gap (spin up / spin down) (hartree) = 0.1481 / 0.0652
- LUMO (spin up / spin down) (Ha) = -0.224 / -0.306
- expectation value of S² = 0.766
- charge = +2


No. 2
The following is a DFT calculation (ωB97M-V/def2-TZVPD) of a cluster of 8 separate species, C32H83N3O12 in total.

Geometry as XYZ:
```
130
Properties=species:S:1:pos:R:3:forces:R:3:lowdin_charge:R:1
H 5.396 -0.160 -6.681 -0.06 0.27 -0.12 0.085
H -7.286 4.418 -0.442 0.72 -0.29 0.25 0.095
H -0.934 -6.245 -2.273 0.24 0.91 -0.02 0.060
H -2.138 1.154 1.306 0.31 0.09 0.18 0.061
C -0.474 -0.609 0.711 -0.85 0.76 -2.50 -0.252
H -1.536 3.838 2.428 -0.07 -0.09 0.16 0.087
H 6.217 -1.564 -7.379 0.25 -0.13 0.30 0.079
H 2.981 -4.201 -6.846 -0.15 0.11 -0.65 0.112
H 0.636 -1.872 -5.302 -0.29 0.29 0.07 0.095
H 3.325 -2.668 -1.064 0.28 -0.56 -0.07 0.068
H 2.510 1.597 1.931 0.13 -0.34 -0.46 0.074
H 7.431 -0.960 3.384 -0.62 0.38 -0.55 0.122
O -6.780 2.416 1.626 0.93 1.46 0.82 -0.203
C -5.498 4.325 4.330 -0.46 -0.69 2.04 -0.147
C 2.996 2.544 1.693 0.75 -0.05 2.17 -0.045
H 1.343 -4.041 1.867 -0.30 0.00 -0.64 0.070
H 6.247 3.139 1.876 0.00 0.20 -0.06 0.106
O 0.167 -0.115 1.791 2.30 0.72 2.23 -0.056
H -5.939 5.139 1.617 0.11 -0.60 -0.59 0.094
H 1.672 -2.796 -0.586 -0.18 -0.23 0.35 0.040
H 4.739 -3.064 -5.952 0.31 -0.24 -0.53 0.114
C -1.643 -4.158 -0.385 0.52 1.03 -0.72 -0.046
H -2.110 -2.645 -3.846 -0.17 0.53 0.35 0.068
C 2.686 -3.011 -0.250 0.29 -1.33 0.20 -0.028
H -3.762 1.396 -5.570 -0.30 0.32 0.28 0.071
H -2.393 -7.008 0.660 -0.04 -0.12 0.26 0.086
O -0.700 -4.050 -3.699 1.30 -0.85 1.20 -0.214
H -0.374 0.703 -3.864 0.15 0.07 -0.32 0.086
H -0.557 3.389 5.877 -0.30 0.61 0.14 0.082
N 1.907 -3.571 -5.287 -0.34 2.02 1.94 -0.075
N -6.856 5.484 1.371 -1.29 -0.61 -1.39 -0.041
H -5.649 3.236 -0.021 -0.32 0.29 0.29 0.077
H -8.654 4.974 0.193 -0.33 0.50 1.04 0.112
H -8.459 2.497 0.627 -0.53 0.35 -0.71 0.108
H 0.968 -3.574 -2.719 0.47 -0.67 -0.52 0.102
H 6.701 3.535 3.527 -0.61 0.29 0.43 0.105
C -0.817 2.476 4.012 -0.42 0.66 0.10 -0.475
H -1.145 0.276 -1.167 -0.39 -0.07 -0.20 0.095
H -2.015 0.359 -3.526 -0.43 0.43 0.00 0.072
O 3.808 2.899 2.868 -0.39 0.47 -0.85 -0.216
C 6.388 2.722 2.873 -2.34 0.01 -0.69 -0.182
H -0.246 -6.660 -0.714 -0.19 0.46 0.27 0.067
H -1.361 -0.369 -4.900 0.34 -0.01 -0.44 0.062
H -6.169 3.564 3.932 -0.04 0.22 -0.95 0.079
H -0.481 -0.079 2.498 0.21 0.31 0.29 0.068
H 0.040 -2.292 -2.679 -1.25 0.67 -0.54 0.101
C -7.490 5.801 2.603 0.26 1.11 1.13 -0.254
H 3.881 -4.828 0.329 0.38 0.60 0.04 0.124
H -2.878 -4.117 -3.837 0.67 -1.24 -0.15 0.094
C -1.038 0.608 -0.134 2.57 -2.85 -0.60 -0.280
C 7.217 -0.315 4.236 1.41 0.98 0.78 -0.188
H 6.488 -2.061 5.891 -0.18 -0.20 0.39 0.078
O -2.215 0.882 0.389 -4.59 1.79 0.95 -0.044
H -4.686 2.509 1.243 -0.27 0.12 0.58 0.073
O -5.280 5.522 3.688 -0.48 0.86 -1.43 -0.199
H -3.177 -5.612 -0.992 -0.17 0.30 0.00 0.133
H -2.531 1.828 3.364 -0.13 0.15 0.23 0.097
H -2.265 3.580 5.287 0.18 0.30 -0.13 0.065
O -1.623 1.520 3.396 -0.85 -2.24 -0.37 -0.077
H 4.836 1.995 4.327 0.04 0.19 0.21 0.104
H 1.864 -1.806 -4.015 0.26 0.13 -0.23 0.101
H 2.198 3.285 1.735 0.33 0.16 -0.60 0.067
C -6.434 6.411 3.498 1.68 0.02 0.27 -0.163
H 2.030 -5.645 1.899 0.03 -0.12 0.13 0.074
C 4.893 2.104 3.244 1.98 0.21 0.23 -0.201
H -7.907 4.991 3.201 -0.33 -0.52 -0.31 0.104
H -1.567 -7.489 -1.497 -0.70 -0.33 0.86 0.067
H -5.923 7.253 3.034 -0.38 0.14 -0.21 0.124
O -2.170 -6.080 0.762 -1.31 -0.24 1.96 -0.062
H -1.079 -3.875 -1.274 -0.28 -0.05 -0.27 0.055
H 4.836 1.077 2.884 0.04 -0.05 -0.57 0.107
H -4.550 3.838 4.559 0.21 0.13 -0.37 0.071
C -1.941 -3.671 -4.171 0.36 3.40 -0.88 -0.121
H -5.921 4.542 5.310 -0.17 -0.01 0.50 0.087
H -1.766 2.592 -4.435 -0.78 0.20 -0.12 0.130
H 1.980 -2.770 -7.263 0.18 0.32 -0.17 0.109
C 2.256 -4.603 1.671 -0.42 -0.23 0.36 -0.066
H -3.166 2.635 -6.672 0.48 -0.12 0.03 0.079
C 7.796 1.146 4.030 0.74 -1.72 -0.37 -0.201
H 1.352 -4.403 -5.141 0.38 -0.20 -0.96 0.101
O 8.010 -0.846 5.287 0.36 -0.61 1.11 -0.221
H 3.847 -1.763 -5.354 -0.39 0.60 -0.12 0.103
H 7.649 1.789 4.898 -0.33 -0.09 0.29 0.120
C -0.618 3.526 2.926 1.13 0.86 1.18 -0.031
H 8.269 2.115 2.358 -0.39 0.23 -0.19 0.110
H -1.774 -3.484 -5.232 -1.09 -0.74 -0.56 0.091
H -8.610 3.174 2.147 0.50 0.61 0.34 0.109
C -5.657 2.465 0.750 -0.39 -0.92 -0.75 -0.100
H 3.599 2.520 0.785 -0.25 0.08 -0.07 0.088
H -1.244 -1.229 1.171 -0.76 -0.26 -1.30 0.126
H -0.329 1.397 -6.315 1.01 0.17 -0.79 0.067
H -2.408 -3.397 -0.234 0.10 0.02 0.39 0.085
H -1.690 2.122 6.040 0.05 -0.48 -0.46 0.082
H -0.873 -4.168 0.386 -0.33 0.11 0.35 0.082
H -0.153 4.382 3.415 -0.06 0.45 -0.25 0.084
H -0.388 1.481 -0.196 0.68 -0.08 0.42 0.121
C -1.694 1.792 -5.173 0.50 1.84 -0.17 -0.457
H 0.141 2.022 4.268 0.02 -0.31 -0.38 0.141
H 7.845 -2.977 5.278 0.20 0.10 -0.55 0.077
C 7.577 -2.090 5.851 -0.44 0.57 -0.58 -0.100
C -2.897 1.717 -6.149 -0.04 -1.05 1.52 -0.043
C 0.298 -3.060 -3.408 0.99 -0.38 -0.12 -0.195
H -2.800 0.848 -6.800 0.46 0.27 -0.54 0.074
H -5.674 1.524 0.201 0.24 -0.15 -0.17 0.087
C 3.932 -2.392 -6.241 -1.17 -0.10 -0.69 -0.194
H 2.932 -2.387 0.609 -0.19 0.09 0.00 0.073
O -0.506 2.247 -5.906 -0.98 -1.26 0.27 -0.067
C -7.937 3.187 1.290 -0.16 -0.70 -1.91 -0.194
C -1.339 0.574 -4.353 -0.42 -0.89 0.30 -0.076
C 2.838 -4.518 0.255 0.08 1.17 0.18 -0.436
C 1.191 -2.459 -4.571 -0.51 -1.98 0.20 -0.162
H 6.172 -0.274 4.545 -0.27 -0.21 -0.27 0.103
C 5.362 -0.896 -7.485 0.02 -1.02 0.02 -0.110
H 0.116 -1.190 0.002 0.70 -0.34 0.56 0.091
H 2.293 -6.337 -0.200 0.04 -0.04 0.08 0.077
C 2.621 -3.228 -6.511 0.55 -1.02 1.28 -0.185
O 2.262 -5.478 -0.628 -0.59 0.75 -0.33 -0.063
H 8.008 -2.261 6.838 -0.03 0.55 0.02 0.083
O 4.164 -1.660 -7.455 0.12 -0.09 0.64 -0.204
C -7.707 4.570 0.552 1.14 -1.16 1.08 -0.161
H -6.769 6.754 4.477 -0.40 -0.27 0.11 0.120
N 7.430 1.758 2.793 -0.26 -0.77 -0.49 -0.112
C -1.185 -6.500 -1.243 -0.35 0.33 -1.75 -0.046
H 8.872 1.023 3.907 0.14 -0.40 0.66 0.116
C -1.398 2.924 5.362 0.53 0.24 -0.12 -0.038
H 2.898 -4.232 2.470 0.57 -0.08 -0.29 0.077
H -8.279 6.524 2.395 -0.19 0.11 0.34 0.127
H 5.487 -0.478 -8.484 -0.42 0.35 0.19 0.086
C -2.201 -5.526 -0.515 2.50 -2.41 -1.25 -0.470
H 0.118 3.179 2.201 -0.34 -0.21 -0.12 0.055
```
Forces are in eV/Å.

Calculated values
- HOMO energy (eV) = -8.49
- multiplicity = 1
- Kohn-Sham gap (hartree) = 0.3310
- LUMO (Ha) = 0.019
- structure (SMILES) = COCCNCCOC.COCCNCCOC.COCCNCCOC.CC(C)O.CC(C)O.CC(C)O.CC(C)O.OCCO


No. 3
The following is a DFT calculation (ωB97M-V/def2-TZVPD) of an isolated molecule of C20H31N3O2.

Geometry as XYZ:
```
56
Properties=species:S:1:pos:R:3:forces:R:3:lowdin_charge:R:1
N -0.876 -0.211 2.147 -0.27 0.36 0.83 0.100
N -1.560 -1.331 1.716 0.53 -0.36 -0.04 0.062
C -2.231 1.411 -3.051 0.02 0.10 0.05 -0.081
H -2.927 -3.417 1.339 0.02 -0.03 -0.10 0.118
C -1.681 -3.122 -3.055 0.01 -0.35 -0.09 -0.167
H 4.689 1.952 2.423 0.04 -0.08 -0.03 0.116
H 0.316 -0.941 -0.190 0.01 -0.06 -0.06 0.094
H 1.059 1.205 -3.776 0.08 0.03 -0.01 0.103
O -2.560 -0.512 -0.152 -0.13 0.13 0.09 0.033
H -1.569 -2.535 -5.113 -0.05 -0.01 -0.01 0.119
H -0.596 -3.071 -2.892 -0.08 -0.06 -0.06 0.127
H -1.637 -2.023 2.449 -0.06 0.12 -0.26 0.147
H 2.541 1.035 1.430 0.06 -0.08 -0.02 0.111
H -3.153 -2.262 -4.368 0.00 -0.02 -0.06 0.118
C 0.026 0.905 -3.669 0.10 -0.01 -0.01 -0.091
H 2.668 3.392 2.219 -0.05 0.09 0.00 0.117
C -2.340 -3.471 -0.729 -0.31 0.18 0.37 -0.498
H 0.376 -1.074 -4.398 0.08 -0.08 -0.05 0.114
H 6.296 2.345 5.028 0.02 -0.09 -0.04 0.107
H -4.075 -2.638 0.217 0.03 0.07 0.08 0.133
C -1.682 -0.780 -3.890 -0.15 0.01 -0.13 -0.246
C -0.358 -0.377 -4.019 0.02 0.03 0.02 -0.044
C -2.075 -2.196 -4.208 0.13 -0.10 0.24 -0.134
C 4.831 3.475 3.934 0.24 -0.46 -0.07 -0.240
C 6.961 4.387 4.943 0.01 -0.25 -0.08 -0.121
H 7.989 4.153 5.210 0.11 0.07 0.06 0.066
H 2.143 2.883 3.824 -0.06 0.08 0.03 0.117
H -2.966 2.103 -2.668 -0.06 0.06 0.04 0.107
H 6.831 2.864 3.431 0.01 -0.10 -0.01 0.107
H -3.650 -0.164 -3.309 -0.11 -0.06 0.02 0.118
H 4.279 3.789 4.823 -0.05 0.09 0.03 0.115
H 4.812 4.306 3.225 -0.04 0.10 0.00 0.115
H 6.435 4.701 5.842 -0.02 0.08 0.11 0.070
C 2.690 2.565 2.933 0.23 -0.44 -0.08 -0.226
C 6.278 3.176 4.320 -0.15 0.32 0.05 -0.281
H 2.020 0.522 3.035 0.02 -0.08 -0.01 0.120
H -1.938 -4.161 -3.278 0.10 0.10 -0.03 0.125
C -3.022 -2.778 0.463 0.15 -0.07 -0.10 0.001
H 0.501 2.479 1.252 -0.03 0.07 -0.02 0.123
C 0.538 1.653 1.966 0.18 -0.20 0.19 -0.157
C 4.138 2.265 3.313 -0.23 0.45 0.07 -0.230
N -2.383 -2.735 -1.851 0.00 0.33 -0.51 0.078
C 1.998 1.350 2.324 -0.18 0.38 0.01 -0.208
H 0.001 1.941 2.870 -0.04 0.04 -0.05 0.116
H 1.080 0.654 -0.389 0.12 0.00 0.01 0.079
C -2.376 -1.419 0.644 -0.32 0.00 0.06 -0.472
O -1.840 -4.572 -0.642 0.14 -0.31 0.00 0.068
H 4.160 1.434 4.022 0.04 -0.09 0.00 0.116
H 6.970 5.221 4.244 0.02 0.13 -0.04 0.070
H -2.635 -1.754 -1.763 0.01 -0.15 0.18 0.100
C -2.614 0.129 -3.405 0.05 -0.01 -0.11 -0.057
H -0.651 0.433 -0.696 0.07 0.01 0.00 0.066
C 0.185 0.134 -0.061 -0.12 -0.11 -0.05 -0.015
C -0.910 1.801 -3.179 -0.04 0.12 0.01 -0.103
H -0.609 2.800 -2.901 0.02 0.08 0.02 0.102
C -0.128 0.453 1.364 -0.12 0.00 -0.45 -0.328
```
Forces are in eV/Å.

Calculated values
- relative energy (zero: lowest compared OMol25 entry of this formula, charge and spin) (kcal per mole) = 40.9
- HOMO energy (eV) = -9.06
- multiplicity = 1
- Kohn-Sham gap (hartree) = 0.3617
- LUMO (Ha) = 0.029
- structure (SMILES) = CCCCCCC/C(C)=N/NC(=O)CC(=O)NCCc1ccccc1


We obtain max |F| values of 0.1159, 0.0975, 0.0184 Eh/bohr for the records listed above, in that order.